[1]
ORCA calculation (the ωB97M-V functional and the def2-TZVPD basis) on a cluster of 8 separate species, H16O8 in total at a distorted geometry.

Computed properties:
* energy above the lowest of the compared OMol25 structures with the same formula, charge and spin: 345.7 kJ/mol
* electronic energy: -16638.4273 eV
* F_max: 0.0210 Eh/bohr
* spin multiplicity: 1
* HOMO level: -0.411 Ha
* SMILES string: O.O.O.O.O.O.O.O
* LUMO level: -0.540 eV
* Kohn-Sham gap: 0.39099 hartree
* charge: 0

```
24
H16O8, DFT the ωB97M-V functional and the def2-TZVPD basis
O 1.1711 0.6809 -0.6058
H 2.0356 0.2899 -0.4365
H 0.5483 0.0321 -0.2591
O -4.3337 -1.5730 -1.0144
H -4.9989 -0.8789 -1.0827
H -3.6597 -1.1959 -0.4379
O -0.3613 -0.4344 4.1548
H 0.5345 -0.1168 3.9946
H -0.9221 0.3067 3.8993
O 1.0851 3.2419 1.6296
H 1.3850 2.3387 1.4775
H 1.7442 3.6101 2.2288
O -2.0160 3.1898 -0.6372
H -1.9713 2.4209 -1.2166
H -2.7672 3.6923 -0.9719
O -0.7867 -4.1459 0.9413
H 0.0201 -4.3086 0.4396
H -0.4715 -3.8442 1.8008
O 3.7309 -1.4670 -1.9003
H 3.2591 -0.7151 -1.5250
H 3.0317 -2.0368 -2.2401
O 1.2603 0.5016 -3.0885
H 0.4865 0.1447 -2.6381
H 1.9962 0.2669 -2.5119
```

Need the Mulliken charges? In units of e they are: -0.64, 0.31, 0.35, -0.63, 0.32, 0.31, -0.64, 0.31, 0.33, -0.60, 0.29, 0.31, -0.61, 0.30, 0.31, -0.64, 0.31, 0.32, -0.60, 0.20, 0.37, -0.56, 0.32, 0.25

[2]
ORCA calculation (the ωB97M-V functional and the def2-TZVPD basis) on a structure of composition C5H7NO.

Computed properties:
* energy above the lowest of the compared OMol25 structures with the same formula, charge and spin: 412.1 kJ/mol
* electronic energy: -8831.9322 eV
* F_max: 0.0090 Eh/bohr
* spin multiplicity: 1
* HOMO level: -0.279 Ha
* LUMO level: 0.665 eV
* Kohn-Sham gap: 0.30329 hartree
* charge: 0

```
14
C5H7NO, DFT the ωB97M-V functional and the def2-TZVPD basis
C -0.1071 -1.7601 0.4263
N -0.1175 -0.3186 0.2235
C 0.4498 0.6200 1.0180
C 0.3629 1.8633 0.2499
C -0.2561 1.6667 -1.0202
C -0.5185 0.3172 -0.9369
O -1.0656 -0.5075 -1.8634
H 0.4757 -2.2599 -0.3580
H -1.1364 -2.1287 0.3855
H 0.3338 -1.9807 1.4042
H 0.7244 0.4081 2.0490
H 0.6216 2.8135 0.7083
H 1.4790 1.1931 0.3318
H -1.2458 0.0737 -2.6180
```

Need the Mulliken charges? In units of e they are: -0.81, 0.16, -0.29, -0.43, -1.17, 0.71, -0.48, 0.30, 0.29, 0.31, 0.43, 0.47, 0.18, 0.36

[3]
ORCA calculation (the ωB97M-V functional and the def2-TZVPD basis) on the molecule C14H17N3O8P2 at a distorted geometry.

Computed properties:
* energy above the lowest of the compared OMol25 structures with the same formula, charge and spin: 0.0 kJ/mol
* electronic energy: -54222.9290 eV
* F_max: 0.0322 Eh/bohr
* spin multiplicity: 1
* HOMO level: -0.335 Ha
* SMILES string: N#C[C@](C[C@@H](O)CN)(OC(=O)c1ccccc1)[C@@](C#N)(P(O)O)P(=O)(O)O
* LUMO level: 0.043 eV
* Kohn-Sham gap: 0.33695 hartree
* charge: 0

```
44
C14H17N3O8P2, DFT the ωB97M-V functional and the def2-TZVPD basis
N 3.9500 0.2208 -0.6834
C 2.8607 0.0265 -0.4182
C 1.4423 -0.1200 -0.0452
C 1.0175 1.2582 0.4562
C 1.3707 2.4632 -0.4586
O 0.1789 3.2230 -0.6454
C 2.4703 3.3721 0.1919
N 2.3237 4.7891 -0.0837
O 1.4721 -1.1074 0.9899
C 0.6650 -0.8996 2.1018
O 1.1419 -0.4015 3.0789
C -0.7451 -1.3833 2.1173
C -1.8512 -0.5507 2.0212
C -3.1378 -1.0808 2.0366
C -3.3105 -2.4536 2.1482
C -2.2166 -3.3029 2.2730
C -0.9410 -2.7566 2.2583
C 0.6538 -0.6988 -1.3474
C 1.5667 -0.9300 -2.4391
N 2.3072 -1.1725 -3.2715
P -0.0872 -2.4662 -0.9999
O -1.6897 -2.1802 -0.8815
O 0.0281 -3.1184 -2.4860
P -0.6691 0.3441 -2.0780
O -0.1798 1.4353 -2.9135
O -1.7084 0.7561 -0.9659
O -1.4934 -0.6845 -3.0057
H -0.0243 1.3097 0.7545
H 1.5897 1.4084 1.3709
H 1.7050 2.1618 -1.4463
H -0.2301 3.3666 0.2137
H 3.4214 3.0464 -0.2223
H 2.4648 3.2531 1.2728
H 2.0758 4.9492 -1.0492
H 1.6358 5.2125 0.5180
H -1.7265 0.5188 1.9248
H -3.9708 -0.4036 1.9394
H -4.3176 -2.8469 2.1322
H -2.3831 -4.3643 2.3595
H -0.1014 -3.4298 2.3621
H -2.1215 -2.3314 -1.7373
H 0.2076 -4.0602 -2.3910
H -2.5454 0.2807 -1.0636
H -1.0984 -0.6521 -3.8885
```

Need the Mulliken charges? In units of e they are: -0.51, -0.58, 1.47, -1.19, -0.05, -0.55, -0.93, -0.63, -0.37, 0.07, -0.50, 0.45, 0.06, -0.80, -0.39, -0.66, -0.16, 1.28, -0.27, -0.55, 0.12, -0.47, -0.40, 0.65, -0.74, -0.41, -0.57, 0.02, 0.71, 0.64, 0.36, 0.33, 0.42, 0.28, 0.27, 0.40, 0.46, 0.40, 0.43, 0.42, 0.34, 0.39, 0.41, 0.37

[4]
ORCA calculation (the ωB97M-V functional and the def2-TZVPD basis) on a cluster of 2 separate species, C4H11NO2 in total at a distorted geometry.

Computed properties:
* energy above the lowest of the compared OMol25 structures with the same formula, charge and spin: 126.7 kJ/mol
* electronic energy: -9910.9285 eV
* F_max: 0.0300 Eh/bohr
* spin multiplicity: 1
* HOMO level: -0.353 Ha
* SMILES string: C[C@H](N)CC=O.O
* LUMO level: 0.721 eV
* Kohn-Sham gap: 0.38001 hartree
* charge: 0

```
18
C4H11NO2, DFT the ωB97M-V functional and the def2-TZVPD basis
C -0.1111 0.7012 -1.3091
C -0.6946 -0.4969 -0.5607
N 0.4138 -1.1745 0.1761
C -1.3280 -1.5269 -1.4843
C -1.6754 -2.8162 -0.7385
O -2.0446 -2.8376 0.4120
H -0.1245 1.5603 -0.6419
H 0.9248 0.5711 -1.6145
H -0.7469 0.8978 -2.1662
H -1.4148 -0.1427 0.1715
H 0.0231 -1.7574 0.9087
H 0.9609 -0.4554 0.6432
H -2.3062 -1.2252 -1.8567
H -0.5850 -1.8064 -2.2248
H -1.6435 -3.7610 -1.3008
O 3.6275 5.1020 3.9172
H 3.7120 4.3034 4.4520
H 3.0123 4.8644 3.2169
```

Need the Mulliken charges? In units of e they are: -1.50, 0.66, -0.79, -0.72, -0.06, -0.50, 0.37, 0.42, 0.36, 0.25, 0.23, 0.24, 0.35, 0.31, 0.37, -0.64, 0.32, 0.32

[5]
ORCA calculation (the ωB97M-V functional and the def2-TZVPD basis) on a cluster of 18 separate species, H37O18 in total at a distorted geometry.

Computed properties:
* energy above the lowest of the compared OMol25 structures with the same formula, charge and spin: 409.2 kJ/mol
* electronic energy: -37449.1911 eV
* F_max: 0.1269 Eh/bohr
* spin multiplicity: 1
* HOMO level: -0.493 Ha
* LUMO level: -2.598 eV
* Kohn-Sham gap: 0.39705 hartree
* charge: +1

```
55
H37O18, DFT the ωB97M-V functional and the def2-TZVPD basis
O -1.2236 2.4665 -1.1620
H -1.2828 3.2896 -1.6115
H -1.4881 1.7435 -1.7221
O 0.2850 -2.7986 -0.2605
H 0.7866 -2.0356 -0.6305
O 1.0518 2.2158 -3.7218
H 1.4169 1.9918 -2.8881
H 1.0484 1.3065 -4.1508
O 0.6514 -0.6192 -4.2911
H -0.2518 -0.3205 -4.1058
H 0.7386 -0.5214 -5.1841
O 2.2051 2.6339 1.0383
H 2.3774 1.6018 1.2456
H 1.4301 2.8686 1.4666
O -1.0899 2.3589 1.3733
H -1.8893 2.6776 1.6145
H -0.9943 2.3629 0.3816
O -1.0689 -0.1460 -1.6732
H -1.8640 -0.4799 -1.2438
H -1.2750 -0.3547 -2.6001
O -0.8385 -0.2018 2.1489
H -0.9856 0.7498 2.1685
H 0.0949 -0.1932 2.2075
O 1.9433 -3.3503 1.7033
H 1.7042 -4.2250 1.5573
H 1.7465 -3.1321 2.6635
O 1.7430 1.6071 -1.3176
H 1.9986 2.3394 -0.7009
H 0.7862 1.5724 -1.3349
O -1.8538 0.4337 -4.9090
H -1.4267 1.3522 -5.0193
H -2.6667 0.3760 -5.3219
O -1.5283 3.0638 -4.3757
H -1.5481 3.6920 -4.9891
H -0.6710 3.1855 -3.9222
O 1.7275 -0.3517 1.5729
H 1.9266 -0.2911 0.7126
H 1.8773 -1.2382 1.6408
O -1.1019 0.1281 5.2830
H -1.2444 0.4255 6.1453
H -1.6045 -0.5981 5.2460
O -1.7540 -3.0580 3.7708
H -2.1023 -2.4302 4.3724
H -2.2693 -3.8456 3.7358
O -1.8216 -2.0537 0.9425
H -1.7182 -0.9749 1.2642
H -1.9142 -2.4889 1.8757
O 2.5575 -0.6643 -0.6717
H 3.4849 -0.6373 -0.7156
H 2.3390 0.0479 -1.2124
O 1.0694 -1.5479 3.9391
H 1.9804 -1.3526 4.1468
H 0.5174 -1.1982 4.5350
H -0.8298 -2.3816 0.4500
H 0.8190 -2.9999 0.5340
```

Need the Mulliken charges? In units of e they are: -0.59, 0.22, 0.33, -0.67, 0.34, -0.77, 0.50, 0.35, -0.61, 0.24, 0.29, -0.76, 0.33, 0.30, -0.67, 0.23, 0.46, -0.41, 0.28, 0.20, -0.39, 0.41, 0.33, -0.73, 0.32, 0.34, -0.82, 0.40, 0.37, -0.68, 0.40, 0.27, -0.59, 0.25, 0.36, -0.69, 0.68, 0.10, -0.47, 0.26, 0.23, -0.58, 0.26, 0.29, -0.60, 0.48, 0.43, -0.63, 0.27, 0.28, -0.53, 0.30, 0.19, 0.46, 0.50

[6]
ORCA calculation (the ωB97M-V functional and the def2-TZVPD basis) on a cluster of 4 separate species, CH10O4 in total at a distorted geometry.

Computed properties:
* energy above the lowest of the compared OMol25 structures with the same formula, charge and spin: 25.0 kJ/mol
* electronic energy: -9389.1740 eV
* F_max: 0.0391 Eh/bohr
* spin multiplicity: 1
* HOMO level: -0.389 Ha
* SMILES string: CO.O.O.O
* LUMO level: 0.609 eV
* Kohn-Sham gap: 0.41098 hartree
* charge: 0

```
15
CH10O4, DFT the ωB97M-V functional and the def2-TZVPD basis
C 1.3371 1.2548 1.0178
O 0.8347 -0.0419 1.3771
H 2.2598 1.4946 1.5930
H 1.6195 1.2884 -0.0405
H 0.5400 1.9843 1.0638
H 0.9539 -0.6181 0.5895
O -2.2236 0.1253 0.9011
H -2.5335 -0.7792 0.9229
H -1.2938 0.0523 1.1562
O 1.2896 -1.4163 -1.0782
H 0.4538 -1.2149 -1.5016
H 1.8586 -0.7236 -1.3566
O -1.4033 -0.7536 -1.5598
H -1.8775 -0.2960 -2.3042
H -1.8154 -0.3561 -0.7806
```

Need the Mulliken charges? In units of e they are: -0.57, -0.57, 0.23, 0.22, 0.27, 0.42, -0.77, 0.32, 0.42, -0.70, 0.40, 0.32, -0.71, 0.33, 0.40